Entry 1:
Density functional theory data (the ωB97M-V functional and the def2-TZVPD basis) for a structure of composition C14H42O11PRb5.

Computed properties:
ΔE to the lowest compared entry with this formula, charge and spin: 0.0 kcal/mol
Gap between HOMO and LUMO (spin up / spin down): 8.2 / 4.2 eV
Lowest unoccupied orbital energy (spin up / spin down): -0.33007 / -0.46560 Ha
Largest force on an atom: 3.1 eV/Å
DFT total energy: -50268.010 eV

```
! RIJCOSX wB97M-V def2-TZVPD def2/J DEFGRID3
* xyz 3 2
Rb 3.229 -1.191 3.271
Rb -2.879 -1.255 1.407
Rb 0.612 2.379 2.536
Rb 2.585 -2.852 -0.330
Rb 0.692 -3.671 2.525
P 0.285 -0.495 0.992
O -0.239 -1.931 0.562
O -0.854 0.577 0.631
O 1.615 -0.179 0.307
O 0.429 -0.544 2.539
C 5.498 0.863 0.557
C 4.388 1.889 0.822
O 3.288 1.283 1.635
H 5.004 0.055 0.018
H 6.085 0.446 1.376
H 6.202 1.224 -0.192
H 4.003 2.281 -0.119
H 4.787 2.788 1.291
H 2.819 0.719 1.017
C 1.121 3.754 -2.519
C 0.063 2.706 -2.128
O -0.123 2.737 -0.780
H 1.136 3.911 -3.598
H 2.129 3.388 -2.324
H 1.107 4.733 -2.041
H 0.516 1.736 -2.331
H -0.861 2.718 -2.705
H -0.209 1.822 -0.501
C -1.620 -4.604 -2.985
C -1.043 -4.260 -1.607
O -1.858 -3.385 -0.884
H -1.886 -3.727 -3.575
H -2.542 -5.127 -2.735
H -0.896 -5.257 -3.472
H -0.039 -3.872 -1.783
H -0.940 -5.147 -0.981
H -1.221 -2.843 -0.413
C -1.282 -2.650 6.332
C -0.761 -1.591 5.397
O -1.177 -1.760 4.046
H -0.991 -2.539 7.377
H -1.260 -3.664 5.933
H -2.344 -2.416 6.401
H 0.326 -1.556 5.328
H -1.155 -0.632 5.734
H -0.613 -1.190 3.518
C 2.820 1.065 -3.944
C 3.008 0.528 -2.489
O 1.968 -0.348 -2.252
H 3.620 1.753 -4.218
H 1.942 1.676 -4.152
H 2.910 0.232 -4.642
H 2.892 1.355 -1.789
H 3.973 0.032 -2.380
H 1.785 -0.174 -1.325
C -4.361 3.145 2.254
C -3.367 2.477 1.293
O -2.318 2.112 2.169
H -4.002 4.126 2.564
H -4.847 2.546 3.024
H -5.260 3.406 1.695
H -2.984 3.190 0.564
H -3.737 1.576 0.803
H -1.678 1.668 1.608
C -3.344 -0.894 -3.048
C -2.120 -0.272 -2.350
O -2.514 0.608 -1.325
H -2.813 -1.413 -3.847
H -4.120 -0.210 -3.391
H -3.781 -1.752 -2.538
H -1.582 0.311 -3.098
H -1.457 -1.063 -2.000
H -1.760 0.648 -0.733
*
```

Mulliken atomic charge list, values in e, 8 entries: Rb 0.9409; Rb 1.1177; Rb 1.1103; Rb 1.3509; Rb 1.3484; P -1.3021; O -0.7269; O -0.4327

---

Entry 2:
Density functional theory data (the ωB97M-V functional and the def2-TZVPD basis) for a cluster of 7 separate species, C14H42O12 in total.

Computed properties:
ΔE to the lowest compared entry with this formula, charge and spin: 12.5 kcal/mol
Gap between HOMO and LUMO: 9.9 eV
Lowest unoccupied orbital energy: 0.00978 Ha
Largest force on an atom: 2.4 eV/Å
DFT total energy: -39765.575 eV
SMILES: OCCO.OCCO.OCCO.OCCO.OCCO.CCO.CCO

```
! RIJCOSX wB97M-V def2-TZVPD def2/J DEFGRID3
* xyz 0 1
O 0.439 -3.074 4.694
C -0.241 -2.436 3.646
C -0.118 -0.929 3.744
O -0.957 -0.428 4.741
H -0.092 -2.976 5.514
H 0.201 -2.803 2.725
H -1.300 -2.658 3.549
H -0.554 -0.501 2.830
H 0.915 -0.636 3.843
H -1.027 0.511 4.593
O -1.011 -1.785 -3.943
C -1.723 -2.909 -3.574
C -0.989 -3.808 -2.564
O -1.823 -4.859 -2.020
H -0.645 -1.381 -3.178
H -2.710 -2.630 -3.154
H -1.867 -3.401 -4.510
H -0.514 -3.210 -1.747
H -0.101 -4.201 -3.084
H -1.333 -5.380 -1.380
O -1.858 3.543 -1.022
C -2.433 4.808 -0.729
C -3.384 5.269 -1.834
O -2.921 4.899 -3.141
H -1.857 3.420 -1.982
H -2.976 4.755 0.216
H -1.653 5.560 -0.560
H -3.484 6.353 -1.825
H -4.335 4.804 -1.726
H -3.595 5.124 -3.798
O -1.289 -0.740 -0.992
C -0.915 0.498 -0.473
C 0.420 1.022 -1.007
O 1.462 0.155 -0.463
H -0.691 -1.391 -0.604
H -1.744 1.218 -0.560
H -0.681 0.420 0.586
H 0.512 2.090 -0.707
H 0.434 0.985 -2.111
H 2.269 0.369 -0.981
O 4.103 0.766 -1.860
C 4.994 -0.335 -2.260
C 6.275 -0.244 -1.456
O 6.076 -0.401 -0.096
H 4.149 1.467 -2.523
H 4.473 -1.274 -2.024
H 5.155 -0.300 -3.338
H 6.756 0.729 -1.568
H 7.046 -0.964 -1.722
H 5.596 0.323 0.242
C 2.632 -3.449 1.481
C 1.577 -3.506 0.402
O 0.697 -2.401 0.286
H 2.208 -3.337 2.511
H 3.394 -2.671 1.300
H 3.223 -4.388 1.396
H 0.952 -4.350 0.572
H 2.147 -3.639 -0.522
H 1.203 -1.596 0.083
C -2.230 2.625 2.799
C -3.567 2.752 2.167
O -4.244 3.940 2.633
H -2.377 2.849 3.856
H -1.481 3.344 2.391
H -1.847 1.601 2.749
H -4.236 1.896 2.397
H -3.526 2.750 1.053
H -4.978 4.143 2.039
*
```

Mulliken atomic charge list, values in e, 8 entries: O -0.5404; C -0.4815; C 0.6234; O -0.5564; H 0.3334; H -0.0777; H 0.4291; H -0.3891